1.
Computed, not measured: C26H31IrN7SbTe as an isolated structure, with ωB97M-V/def2-TZVPD.

Atoms and positions in Å:
Ir  -0.969  0.679  0.185
Te  -2.295  1.539  2.112
Sb  -1.998  3.094  -1.128
N  1.130  1.692  0.121
N  -1.603  -2.164  -1.035
N  2.032  1.374  1.060
N  -0.497  0.560  -3.264
N  -0.070  0.109  -2.081
N  0.369  -0.938  0.847
N  -2.320  -1.158  -0.499
C  1.106  -0.451  -2.318
C  -4.015  3.688  -0.741
C  0.640  -1.245  3.265
C  0.910  -0.559  2.073
C  -2.033  -2.453  -2.281
C  3.117  2.583  -0.420
C  -1.781  4.186  -3.002
C  -1.039  4.607  0.032
C  2.139  1.053  3.441
C  1.118  -0.812  4.487
C  0.383  -5.103  -0.028
C  -0.598  -2.888  -0.321
C  3.241  1.896  0.766
C  0.386  -6.577  -0.327
C  1.879  0.347  4.605
C  1.349  -4.509  0.780
C  0.373  0.295  -4.257
C  -0.577  -4.262  -0.560
C  -3.226  -0.833  -1.416
C  1.321  -3.160  1.054
C  1.435  -0.365  -3.682
C  2.364  0.847  5.939
C  -3.088  -1.616  -2.566
C  1.775  2.417  -0.781
C  1.684  0.605  2.209
C  0.335  -2.280  0.550
H  1.844  1.761  6.233
H  -0.626  -6.984  -0.337
H  -0.737  4.177  -3.318
H  -0.028  4.772  -0.337
H  0.960  -7.127  0.418
H  -3.914  -0.031  -1.200
H  2.092  -2.741  1.686
H  -4.071  4.054  0.283
H  1.254  2.756  -1.663
H  0.872  -1.380  5.378
H  3.888  3.109  -0.954
H  -0.988  4.280  1.069
H  -2.390  3.734  -3.786
H  0.832  -6.785  -1.303
H  -1.552  -3.213  -2.870
H  2.694  1.984  3.482
H  1.657  -0.877  -1.495
H  -4.303  4.478  -1.433
H  2.319  -0.728  -4.175
H  2.196  0.104  6.718
H  2.138  -5.115  1.211
H  -3.667  -1.582  -3.473
H  3.433  1.070  5.916
H  -1.367  -4.686  -1.170
H  4.085  1.714  1.408
H  0.026  -2.135  3.217
H  -4.691  2.841  -0.840
H  -1.607  5.535  -0.040
H  0.171  0.586  -5.274
H  -2.098  5.220  -2.862
H  -1.398  1.009  -3.308

* ΔE to the lowest compared entry with this formula, charge and spin: 0.316 eV
* charge: 0
* spin multiplicity: 5
* gap between HOMO and LUMO (alpha / beta): 6.20 / 5.98 eV
* max |F|: 0.54 eV Å⁻¹

=====

2.
Computed, not measured: one molecule with the formula C3H2O3, with ωB97M-V/def2-TZVPD.

Atoms and positions in Å:
O  -0.176  -0.092  -2.387
O  1.048  1.869  1.047
O  -0.526  0.278  0.909
C  -0.500  -0.396  -1.309
C  -0.788  -0.698  -0.052
C  0.769  0.722  0.881
H  -1.319  -1.595  0.231
H  1.491  -0.089  0.680

* ΔE to the lowest compared entry with this formula, charge and spin: 1.774 eV
* charge: 0
* gap between HOMO and LUMO: 9.60 eV
* max |F|: 1.00 eV Å⁻¹

=====

For the records above, the corresponding E_tot values read -2005.1276, -341.1716 a.u..